Computed, not measured: a cluster of 10 separate species, C21H65N13O10 in total in a non-equilibrium geometry, with ωB97M-V/def2-TZVPD.

The geometry in ORCA input format:
```
! RIJCOSX wB97M-V def2-TZVPD def2/J DEFGRID3
* xyz 0 1
C 11.57 14.91 15.13
C 12.39 16.18 14.72
C 12.23 17.27 15.76
O 12.78 18.48 15.39
C 12.66 19.49 16.42
N 13.74 15.70 14.46
H 11.43 14.22 14.32
H 10.59 15.26 15.50
H 12.12 14.43 15.94
H 12.05 16.56 13.73
H 12.74 16.90 16.69
H 11.17 17.30 15.96
H 13.20 20.38 16.12
H 13.09 19.16 17.36
H 11.60 19.69 16.60
H 14.07 15.29 15.36
H 14.36 16.49 14.31
C 10.27 13.19 7.14
C 10.53 14.74 7.32
C 11.30 15.01 8.64
O 11.26 16.42 8.89
C 12.05 16.82 9.99
N 11.25 15.27 6.14
H 11.21 12.69 7.11
H 9.80 13.04 6.16
H 9.57 12.85 7.84
H 9.57 15.25 7.40
H 12.32 14.65 8.57
H 10.68 14.54 9.45
H 11.91 16.08 10.80
H 11.72 17.81 10.22
H 13.09 16.77 9.72
H 10.66 15.29 5.31
H 11.49 16.24 6.40
C 9.46 16.99 12.45
C 8.91 16.03 11.42
C 9.13 14.58 11.77
O 8.59 13.72 10.75
C 9.03 12.36 10.90
N 7.50 16.36 11.27
H 8.93 17.00 13.38
H 9.18 17.98 12.03
H 10.55 16.92 12.60
H 9.49 16.30 10.50
H 8.81 14.27 12.76
H 10.23 14.43 11.71
H 8.94 11.95 9.93
H 8.49 11.80 11.64
H 10.06 12.36 11.20
H 7.37 17.29 10.93
H 7.08 15.82 10.52
C 18.39 12.27 8.71
C 17.68 12.89 9.87
O 18.69 13.26 10.80
H 17.90 12.51 7.74
H 18.61 11.23 8.88
H 19.38 12.74 8.69
H 16.95 12.30 10.33
H 17.18 13.85 9.61
H 18.41 13.46 11.71
C 13.63 12.60 10.11
C 13.93 13.82 10.93
O 12.96 14.00 12.00
H 12.67 12.74 9.56
H 13.56 11.73 10.76
H 14.38 12.43 9.31
H 13.98 14.71 10.29
H 14.93 13.76 11.36
H 13.29 14.53 12.78
C 11.43 10.44 13.23
O 11.36 10.09 12.07
N 11.13 9.66 14.32
N 11.82 11.67 13.67
H 11.16 10.02 15.25
H 10.85 8.73 14.09
H 11.79 11.76 14.68
H 11.99 12.45 13.03
C 15.91 9.54 12.75
O 16.62 10.52 12.87
N 14.51 9.52 12.76
N 16.41 8.31 12.44
H 14.13 10.45 13.01
H 13.94 8.80 12.39
H 17.41 8.13 12.52
H 15.79 7.57 12.76
C 14.80 10.05 7.88
O 13.71 9.53 7.67
N 15.48 10.92 7.02
N 15.61 9.77 8.95
H 16.45 11.07 7.07
H 14.99 11.25 6.21
H 15.29 9.41 9.84
H 16.43 10.33 9.02
C 13.13 7.16 10.74
O 13.23 7.09 11.95
N 12.67 8.23 10.10
N 13.54 6.19 9.83
H 12.10 8.82 10.67
H 12.59 8.45 9.11
H 13.30 6.30 8.88
H 14.12 5.45 10.18
C 15.77 12.71 15.32
O 15.19 13.51 16.07
N 16.29 13.01 14.09
N 15.94 11.37 15.66
H 16.43 12.24 13.43
H 16.02 13.93 13.77
H 15.83 11.13 16.65
H 16.78 10.98 15.28
*
```

Its molecular weight is 659.8 g mol⁻¹. The HOMO energy is -9.008 eV. As for the HOMO-LUMO gap: 9.572 eV. The energy relative to the best compared isomer or geometry (same formula, charge and spin) is 0.000 eV. The SMILES is COC[C@H](C)N.COC[C@H](C)N.COC[C@H](C)N.NC(N)=O.NC(N)=O.NC(N)=O.NC(N)=O.NC(N)=O.CCO.CCO. The calculation puts the total energy at -62681.3215 eV.

Mulliken atomic charge list, values in e, 8 entries: atom 1 (C): -0.780, atom 2 (C): 0.745, atom 3 (C): -1.072, atom 4 (O): -0.342, atom 5 (C): -0.779, atom 6 (N): -0.571, atom 7 (H): -0.414, atom 8 (H): 0.494